# 1
The following is a quantum chemistry calculation of a molecular structure, C59H44Br2Cl2HgIN6O4 at a distorted geometry, from the OMol25 dataset.

The geometry in XYZ format:
```
119
Properties=species:S:1:pos:R:3
Hg 0.381 -0.050 -0.439
C 3.350 -4.148 -8.895
O 2.196 -4.564 -8.157
C 1.835 -3.651 -7.167
C 2.124 -2.297 -7.203
C 1.764 -1.482 -6.105
C 1.169 -2.005 -5.002
C 0.845 -3.407 -5.023
C 1.071 -4.198 -6.096
C 0.825 -1.216 -3.813
C 1.788 -0.387 -3.317
C 3.221 -0.471 -3.683
C 3.877 0.383 -2.898
C 2.861 0.977 -1.980
N 1.687 0.532 -2.266
C 3.167 1.954 -0.958
C 2.147 2.725 -0.328
C 2.186 4.006 0.237
C 0.888 4.358 0.558
C 0.054 3.225 0.299
C -1.303 3.065 0.656
C -1.873 4.306 1.200
C -2.077 5.359 0.327
C -2.758 6.479 0.736
C -3.216 6.572 2.039
O -3.888 7.734 2.351
C -4.190 7.907 3.729
C -2.858 5.630 2.951
C -2.252 4.449 2.529
C -2.194 2.031 0.533
N -1.843 0.779 0.027
C -2.902 -0.015 0.013
C -2.881 -1.349 -0.632
C -3.824 -2.347 -0.259
C -3.734 -3.701 -0.794
C -4.466 -4.738 -0.364
C -5.382 -4.526 0.667
O -6.315 -5.495 1.154
C -6.272 -6.804 0.611
C -5.499 -3.303 1.271
C -4.768 -2.232 0.767
C -2.146 -1.536 -1.852
C -2.668 -2.001 -3.069
C -1.662 -1.834 -3.988
C -0.505 -1.360 -3.349
N -0.871 -1.181 -2.017
C -4.064 0.679 0.629
C -3.575 1.937 0.890
N 0.838 2.255 -0.288
C 4.395 1.631 -0.156
C 4.895 0.314 0.029
C 5.902 0.011 0.935
C 6.416 1.016 1.741
O 7.273 0.831 2.815
C 7.590 -0.523 3.113
C 6.045 2.347 1.506
C 5.018 2.610 0.612
H 3.757 -5.027 -9.482
H 4.094 -3.747 -8.229
H 3.099 -3.487 -9.714
H 2.627 -1.886 -8.060
H 1.925 -0.434 -6.147
H 0.259 -3.772 -4.227
H 0.840 -5.257 -6.139
H 3.525 -1.033 -4.572
H 4.902 0.623 -2.837
H 3.052 4.645 0.109
H 0.549 5.247 1.054
H -1.842 5.367 -0.729
H -2.911 7.274 0.064
H -4.532 8.938 3.863
H -3.317 7.733 4.321
H -4.982 7.209 4.006
H -3.123 5.640 3.994
H -2.128 3.592 3.198
H -2.968 -3.953 -1.475
H -4.313 -5.689 -0.792
H -7.229 -7.240 0.844
H -5.478 -7.431 1.004
H -6.132 -6.782 -0.453
H -6.143 -3.166 2.095
H -4.783 -1.326 1.316
H -3.731 -2.268 -3.203
H -1.668 -2.066 -5.039
H -5.100 0.367 0.813
H -4.078 2.811 1.282
H 4.411 -0.431 -0.612
H 6.269 -0.994 1.103
H 7.873 -0.465 4.172
H 8.398 -0.954 2.483
H 6.704 -1.182 3.013
H 6.510 3.164 2.115
H 4.702 3.661 0.460
Br -3.479 -4.214 4.556
C -2.379 -3.163 3.438
C -2.036 -3.720 2.229
C -1.258 -2.891 1.429
N -0.810 -1.697 1.802
C -1.097 -1.195 2.977
C -1.952 -1.921 3.857
C -0.469 0.172 3.294
C -0.790 0.962 4.409
C -0.141 2.140 4.574
Br -0.362 3.231 6.077
C 0.872 2.580 3.725
C 1.074 1.763 2.603
N 0.519 0.555 2.480
H -2.451 -4.706 1.912
H -1.034 -3.141 0.365
H -2.236 -1.499 4.816
H -1.550 0.575 5.076
H 1.334 3.540 3.929
H 1.787 2.047 1.861
I 2.095 -2.472 -0.060
Cl 2.996 0.488 5.401
C 3.982 0.131 3.961
Cl 3.757 -1.549 3.452
H 5.026 0.221 4.255
H 3.742 0.801 3.155
```

E   -256431.4609 eV
Total charge   -2
Kohn-Sham gap (spin up / spin down)   0.148 / 0.157 Eh
HOMO level (spin up / spin down)   -0.61 / -0.84 eV
2S+1   2

# 2
The following is a quantum chemistry calculation of a molecular structure, C59H45F4N6O6S3Zr at a distorted geometry, from the OMol25 dataset.

The geometry in XYZ format:
```
124
Properties=species:S:1:pos:R:3
Zr 1.138 -0.437 2.265
C -2.095 5.108 5.786
C -2.785 3.821 6.221
C -4.300 3.929 6.301
C -4.893 4.189 4.924
C -4.391 3.178 3.928
C -5.114 2.885 2.795
C -4.654 1.929 1.895
F -5.415 1.666 0.815
C -3.483 1.254 2.079
C -2.717 1.543 3.216
C -1.455 0.842 3.423
O -1.014 0.071 2.517
C -0.805 1.086 4.655
C -1.316 2.031 5.509
N -2.427 2.727 5.288
C -3.177 2.490 4.144
C 0.454 0.407 5.109
O 0.959 0.699 6.166
O 0.919 -0.505 4.284
H -2.382 5.927 6.446
H -2.364 5.377 4.764
H -1.012 4.996 5.829
H -2.400 3.513 7.193
H -4.560 4.729 6.993
H -4.702 2.999 6.708
H -4.635 5.195 4.585
H -5.982 4.147 4.964
H -6.058 3.379 2.602
H -3.145 0.502 1.385
H -0.776 2.241 6.424
N 0.086 -2.213 1.503
S -0.716 -2.642 0.369
N 0.053 -3.269 -0.952
S 0.436 -2.551 -2.264
N 1.130 -1.176 -2.329
S 2.295 -0.779 -1.212
N 1.821 -0.611 0.144
C 3.504 -2.044 -1.520
C 3.653 -3.005 -0.536
C 4.514 -4.068 -0.771
C 5.200 -4.155 -1.973
C 5.027 -3.186 -2.957
C 4.170 -2.122 -2.739
C 2.915 0.706 -1.961
C 1.983 1.621 -2.436
C 2.414 2.878 -2.823
C 3.759 3.212 -2.723
C 4.673 2.299 -2.218
C 4.253 1.037 -1.820
C 1.403 -3.786 -3.099
C 1.705 -4.995 -2.498
C 2.457 -5.916 -3.216
C 2.880 -5.621 -4.503
C 2.568 -4.398 -5.087
C 1.827 -3.467 -4.383
C -0.960 -2.339 -3.344
C -1.300 -1.095 -3.843
C -2.407 -0.996 -4.676
C -3.142 -2.125 -4.998
C -2.780 -3.370 -4.495
C -1.681 -3.484 -3.664
C -1.747 -4.026 0.785
C -2.217 -4.933 -0.155
C -3.033 -5.970 0.265
C -3.365 -6.092 1.610
C -2.881 -5.183 2.538
C -2.066 -4.138 2.129
C -1.797 -1.431 -0.402
C -1.247 -0.185 -0.678
C -1.991 0.739 -1.395
C -3.276 0.429 -1.816
C -3.825 -0.809 -1.513
C -3.087 -1.749 -0.808
H 3.109 -2.921 0.396
H 4.653 -4.820 -0.006
H 5.879 -4.979 -2.147
H 5.561 -3.261 -3.895
H 4.019 -1.369 -3.502
H 0.935 1.355 -2.489
H 1.702 3.604 -3.193
H 4.091 4.196 -3.028
H 5.716 2.568 -2.122
H 4.958 0.335 -1.394
H 1.369 -5.200 -1.492
H 2.710 -6.865 -2.763
H 3.460 -6.347 -5.057
H 2.905 -4.171 -6.089
H 1.583 -2.506 -4.820
H -0.710 -0.229 -3.581
H -2.688 -0.031 -5.075
H -4.000 -2.040 -5.652
H -3.349 -4.251 -4.759
H -1.371 -4.451 -3.289
H -1.940 -4.832 -1.194
H -3.405 -6.687 -0.454
H -3.998 -6.908 1.933
H -3.132 -5.288 3.585
H -1.661 -3.422 2.833
H -0.243 0.067 -0.367
H -1.562 1.712 -1.605
H -3.860 1.158 -2.362
H -4.833 -1.048 -1.824
H -3.519 -2.715 -0.586
F 2.178 8.410 -1.724
C 2.982 7.344 -1.873
F 2.924 7.001 -3.181
F 4.237 7.747 -1.631
C 2.564 6.199 -0.998
C 3.489 5.518 -0.222
C 3.088 4.421 0.522
C 1.758 4.000 0.501
C 0.830 4.715 -0.265
C 1.231 5.804 -1.014
C 1.369 2.812 1.198
C 1.062 1.748 1.701
H 4.522 5.837 -0.207
H 3.804 3.869 1.117
H -0.204 4.396 -0.270
H 0.514 6.351 -1.612
O 4.798 -1.165 1.848
N 3.716 -0.942 2.301
O 3.276 0.232 2.515
O 2.858 -1.865 2.540
```

E   -127785.6638 eV
Total charge   +1
Kohn-Sham gap   0.286 Eh
HOMO level   -10.17 eV

Record order is preserved below.
Energy above the lowest of the compared OMol25 structures with the same formula, charge and spin: 0.0; 10.5 kcal per mole